Formula: C16H10FNNaO3
Source: the Open Molecules 2025 dataset
Level of theory: ωB97M-V/def2-TZVPD

As for the gap between HOMO and LUMO: 6.451 eV. The total energy comes out at -1157.452211 Ha. The value obtained for the largest force on an atom is 10.02 eV/A. Its charge is +1. The value obtained for the LUMO energy is -0.17310 Ha. The spin multiplicity is 1.

XYZ file:
```
32
Properties=species:S:1:pos:R:3:forces:R:3
O 1.511878 -4.927328 0.420526 -3.46 6.35 -6.94
C 1.036380 -4.061056 -0.500043 3.33 -4.88 4.69
F 1.604023 -4.170960 -1.875198 -2.12 0.85 4.00
C -0.087967 -2.898730 -0.077225 1.07 0.05 -1.31
C 0.661889 -1.404665 -0.023258 1.87 3.18 0.03
C 2.324305 -1.287960 0.004184 -2.25 4.03 0.10
C 2.954983 0.224924 0.039089 -1.85 1.61 -0.08
C 2.132292 1.642907 0.023486 -1.97 -3.72 0.24
C 0.497457 1.520602 0.014679 2.50 -2.90 0.05
C -0.219760 0.009996 0.006162 1.98 0.76 -0.17
C -1.886536 0.043281 0.019876 -2.61 0.06 0.39
C -2.626165 0.282930 1.495322 -2.41 -0.14 -2.33
C -4.284337 0.387602 1.669411 2.25 -0.54 -4.57
C -5.159820 0.252566 0.278978 3.71 -0.22 0.19
C -4.438779 -0.004256 -1.171475 2.17 0.43 2.45
C -2.788286 -0.113137 -1.379585 -2.03 0.81 4.90
C 3.152102 2.926439 0.039392 -1.82 0.22 -0.22
O 2.770418 4.204444 -0.042105 2.55 -6.49 0.50
N 4.561213 2.314286 0.111253 -3.91 1.03 -1.95
C 4.494205 0.788082 0.078876 5.09 -2.80 0.17
O 5.681988 0.179898 0.127242 -7.99 3.51 -0.45
H -0.509784 -3.218160 0.968951 0.99 0.65 -2.14
H -0.924175 -2.942593 -0.917545 1.73 0.40 1.91
H 3.054770 -2.202146 0.004131 -1.67 1.91 0.00
H -0.168319 2.490661 0.006968 1.34 -2.36 0.02
H -1.998296 0.407864 2.500084 -1.27 -0.38 -2.64
H -4.789020 0.589511 2.731243 1.31 -0.55 -2.71
H -6.339336 0.351981 0.343577 2.84 -0.30 -0.29
H -5.119678 -0.082633 -2.136593 1.60 0.17 2.33
H -2.263228 -0.265408 -2.417450 -1.26 0.33 2.31
H 5.004920 2.731647 -0.759867 0.19 -0.91 1.59
Na 2.160664 6.229414 0.416914 0.10 -0.16 -0.05
```
Positions in Å, forces in eV/Å.